# 1
A cluster of 12 separate species, C15H54N8O12 in total at a distorted geometry, computed with ωB97M-V/def2-TZVPD.

ORCA input file:
```
! RIJCOSX wB97M-V def2-TZVPD def2/J DEFGRID3
* xyz 0 1
C -30.138 4.663 -12.132
C -28.867 5.457 -11.686
O -27.739 4.725 -12.093
H -30.184 3.655 -11.748
H -30.293 4.669 -13.204
H -31.025 5.201 -11.785
H -28.765 5.556 -10.615
H -28.950 6.504 -12.083
H -26.985 5.284 -12.084
C -30.436 6.682 -8.648
C -30.691 5.214 -8.344
O -30.890 5.140 -6.907
H -29.475 7.062 -8.262
H -31.195 7.306 -8.164
H -30.393 6.901 -9.700
H -29.742 4.729 -8.498
H -31.486 4.710 -8.920
H -30.285 4.438 -6.608
C -31.278 1.399 -9.192
C -32.204 1.517 -7.976
O -31.472 1.325 -6.761
H -30.796 0.417 -9.250
H -30.470 2.122 -9.182
H -31.784 1.507 -10.169
H -32.993 0.685 -8.050
H -32.737 2.459 -8.012
H -31.103 0.433 -6.674
C -30.447 8.041 -4.309
O -29.713 7.111 -3.550
N -30.916 7.661 -5.492
N -30.682 9.275 -4.050
H -30.845 6.666 -5.838
H -31.362 8.299 -6.080
H -30.590 9.610 -3.052
H -30.560 9.832 -4.893
C -28.576 3.220 -6.066
O -27.191 3.351 -6.053
N -29.211 2.698 -7.017
N -29.316 3.454 -5.023
H -28.656 2.531 -7.871
H -30.186 2.282 -6.922
H -28.918 3.734 -4.150
H -30.369 3.674 -4.963
C -28.259 1.788 -10.705
O -28.187 2.724 -9.695
N -28.649 0.530 -10.525
N -27.877 2.066 -11.934
H -28.776 0.121 -9.586
H -29.017 -0.043 -11.342
H -27.834 3.087 -12.079
H -28.237 1.539 -12.728
C -26.377 7.713 -10.992
O -26.289 8.532 -12.072
N -27.160 7.969 -10.016
N -25.825 6.536 -10.923
H -27.578 8.950 -10.135
H -27.291 7.426 -9.206
H -25.172 6.220 -11.641
H -26.041 5.916 -10.114
C -30.048 10.323 -7.541
O -29.415 10.728 -6.397
H -30.277 11.125 -8.226
H -30.969 9.753 -7.368
H -29.322 9.686 -8.011
H -28.440 10.631 -6.583
C -32.154 4.774 -3.666
O -31.882 3.598 -4.367
H -32.862 4.473 -2.911
H -32.592 5.492 -4.306
H -31.313 5.146 -3.082
H -31.794 2.861 -3.784
C -25.565 4.226 -8.391
O -26.708 4.711 -9.131
H -25.507 3.162 -8.504
H -25.620 4.596 -7.375
H -24.569 4.500 -8.738
H -27.249 3.998 -9.421
C -29.112 9.786 -11.744
O -28.469 10.279 -10.539
H -28.492 9.840 -12.562
H -30.097 10.283 -11.964
H -29.415 8.776 -11.584
H -28.375 11.212 -10.674
C -27.681 6.505 -6.107
O -27.199 6.707 -7.344
H -28.851 6.487 -6.143
H -27.489 7.361 -5.549
H -27.250 5.626 -5.665
H -27.316 5.891 -7.954
*
```

The value obtained for the energy relative to the best compared isomer or geometry (same formula, charge and spin) is 50.09 kcal per mole. As for the highest occupied orbital energy: -8.2 eV. The molar mass is 538.641 g/mol. The value obtained for the HOMO-LUMO gap is 8.14 eV.

Atom charges from the Mulliken analysis, given in e for atoms 1 to 8: atom 1 (C): -1.4282, atom 2 (C): 0.8777, atom 3 (O): -0.6380, atom 4 (H): 0.1920, atom 5 (H): 0.3935, atom 6 (H): 0.3505, atom 7 (H): -0.4966, atom 8 (H): 0.2776

# 2
A cluster of 16 separate species, C21H29BCl45FIOP in total at a distorted geometry, computed with ωB97M-V/def2-TZVPD.

ORCA input file:
```
! RIJCOSX wB97M-V def2-TZVPD def2/J DEFGRID3
* xyz 0 1
C 3.869 2.011 -1.201
P 3.387 1.516 -2.933
O 4.178 0.076 -3.307
B 1.504 1.178 -2.825
C 0.920 -0.297 -2.978
C 0.649 -0.997 -1.652
F 0.560 -2.363 -1.867
C 0.620 2.488 -2.592
C -0.813 2.224 -2.116
C -1.901 1.997 -3.194
I -1.253 1.866 -5.233
H 4.887 1.755 -0.947
H 3.731 3.085 -1.135
H 3.171 1.577 -0.499
H 4.522 0.225 -4.184
H 0.020 -0.371 -3.587
H 1.685 -0.895 -3.476
H -0.330 -0.713 -1.286
H 1.406 -0.825 -0.895
H 0.682 3.171 -3.433
H 1.128 3.011 -1.771
H -1.123 3.095 -1.540
H -0.840 1.404 -1.410
H -2.439 1.085 -2.968
H -2.644 2.780 -3.139
C 6.480 3.221 -4.817
Cl 6.965 1.835 -5.800
Cl 6.247 2.736 -3.141
Cl 7.660 4.527 -4.943
H 5.531 3.583 -5.192
C -1.916 -4.434 -1.291
Cl -1.845 -6.196 -1.246
Cl -3.279 -3.890 -2.277
Cl -2.037 -3.776 0.342
H -1.003 -4.061 -1.738
C -3.343 -0.180 1.083
Cl -4.176 0.928 -0.008
Cl -1.604 0.132 1.070
Cl -3.993 -0.052 2.720
H -3.506 -1.190 0.730
C 0.649 3.326 2.230
Cl 1.256 2.053 1.165
Cl 0.350 2.675 3.839
Cl 1.778 4.680 2.287
H -0.291 3.682 1.830
C 5.927 3.833 2.663
Cl 5.232 5.026 3.760
Cl 5.151 2.260 2.875
Cl 5.799 4.374 0.985
H 6.976 3.729 2.911
C -5.668 -6.616 -0.722
Cl -5.585 -8.379 -0.669
Cl -7.052 -6.087 -1.678
Cl -5.740 -5.943 0.909
H -4.769 -6.249 -1.198
C 9.595 4.295 5.547
Cl 8.523 5.462 6.334
Cl 8.696 3.339 4.361
Cl 10.963 5.093 4.774
H 9.974 3.620 6.301
C -2.210 0.429 6.127
Cl -3.111 -0.365 7.421
Cl -2.936 1.986 5.724
Cl -0.513 0.626 6.576
H -2.255 -0.201 5.249
C 0.345 -9.917 -2.088
Cl -1.276 -9.564 -1.484
Cl 1.230 -8.425 -2.411
Cl 1.228 -10.935 -0.949
H 0.246 -10.459 -3.019
C -7.999 0.434 -1.703
Cl -9.626 0.746 -1.098
Cl -7.155 1.948 -2.051
Cl -7.081 -0.534 -0.549
H -8.082 -0.126 -2.625
C -13.133 -1.968 -0.649
Cl -11.409 -2.011 -1.025
Cl -13.388 -1.831 1.092
Cl -13.923 -0.640 -1.502
H -13.577 -2.896 -0.983
C 11.630 8.872 7.271
Cl 10.916 10.485 7.201
Cl 10.381 7.626 7.178
Cl 12.816 8.659 5.979
H 12.143 8.772 8.217
C 7.457 1.158 7.875
Cl 6.698 2.336 6.805
Cl 9.215 1.361 7.895
Cl 6.802 1.277 9.509
H 7.240 0.169 7.496
C -1.918 -0.825 -8.546
Cl -3.499 -0.332 -7.938
Cl -0.967 0.582 -9.034
Cl -1.051 -1.778 -7.340
H -2.071 -1.444 -9.418
C -10.878 -7.744 -1.310
Cl -11.569 -6.120 -1.330
Cl -12.149 -8.969 -1.331
Cl -9.775 -7.963 -2.667
H -10.314 -7.857 -0.394
*
```

As for the highest occupied orbital energy: -8.1 eV. The molar mass is 2080.535 g/mol. The value obtained for the HOMO-LUMO gap is 8.20 eV.

Atom charges from the Mulliken analysis, given in e for atoms 1 to 8: atom 1 (C): -0.9085, atom 2 (P): 0.5131, atom 3 (O): -0.5660, atom 4 (B): -0.2258, atom 5 (C): -0.5694, atom 6 (C): 0.1732, atom 7 (F): -0.3428, atom 8 (C): -0.9095

# 3
A structure of composition C26H30BF4MoN3O3S3Sb, computed with ωB97M-V/def2-TZVPD.

ORCA input file:
```
! RIJCOSX wB97M-V def2-TZVPD def2/J DEFGRID3
* xyz 1 3
Mo -1.275 -0.764 -1.551
S 2.034 -1.419 -3.829
C 0.732 -0.643 -3.437
N -0.269 -0.037 -3.108
C -3.700 -3.748 -3.199
S -2.753 -2.271 -3.348
O -2.920 -1.743 -4.654
O -3.214 -1.328 -2.241
O -1.362 -2.557 -2.905
H -4.751 -3.464 -3.220
H -3.440 -4.258 -2.274
H -3.463 -4.361 -4.067
F -2.787 -1.645 3.282
B -2.841 -0.428 2.750
F -4.011 0.073 2.404
F -1.722 0.230 2.537
F -2.388 0.020 -0.216
S -0.710 -2.500 0.037
C -2.212 -3.145 0.560
N -3.427 -2.620 0.453
C -4.453 -3.474 1.067
C -3.605 -4.521 1.813
N -2.271 -4.284 1.248
H -3.631 -1.821 -0.136
H -5.086 -3.921 0.302
H -5.075 -2.892 1.742
H -3.935 -5.537 1.615
H -3.599 -4.349 2.887
H -1.436 -4.749 1.566
C -1.894 3.061 -0.648
C -0.636 3.641 -0.067
C -0.582 5.010 0.200
C 0.561 5.611 0.699
C 1.701 4.852 0.922
C 1.670 3.495 0.658
C 0.506 2.880 0.196
Sb 0.794 0.812 -0.234
C 1.517 -0.195 1.508
C 2.040 -1.454 1.206
C 2.575 -2.271 2.183
C 2.576 -1.833 3.499
C 2.032 -0.600 3.814
C 1.488 0.241 2.841
C 0.906 1.554 3.299
C 2.447 1.264 -1.511
C 1.992 1.982 -2.621
C 2.862 2.425 -3.601
C 4.216 2.161 -3.466
C 4.677 1.490 -2.347
C 3.818 1.030 -1.347
C 4.435 0.344 -0.157
H -2.596 3.851 -0.910
H -2.383 2.390 0.051
H -1.685 2.497 -1.561
H -1.460 5.613 -0.001
H 0.568 6.676 0.892
H 2.610 5.314 1.286
H 2.574 2.912 0.807
H 2.059 -1.801 0.176
H 2.989 -3.237 1.919
H 2.990 -2.455 4.282
H 2.019 -0.272 4.847
H 0.527 1.461 4.317
H 0.092 1.894 2.668
H 1.666 2.338 3.306
H 0.937 2.206 -2.730
H 2.484 2.972 -4.455
H 4.917 2.497 -4.219
H 5.741 1.319 -2.230
H 5.509 0.529 -0.137
H 4.292 -0.735 -0.201
H 4.017 0.692 0.786
*
```

The value obtained for the energy relative to the best compared isomer or geometry (same formula, charge and spin) is 0.00 kcal per mole. As for the highest occupied orbital energy (alpha / beta): -11.0 / -11.1 eV. The molar mass is 833.249 g/mol. The value obtained for the HOMO-LUMO gap (alpha / beta) is 6.92 / 7.03 eV.

Atom charges from the Mulliken analysis, given in e for atoms 1 to 8: atom 1 (Mo): 0.4414, atom 2 (S): -0.3120, atom 3 (C): 0.8673, atom 4 (N): -0.7390, atom 5 (C): -0.9355, atom 6 (S): 1.2990, atom 7 (O): -0.5352, atom 8 (O): -0.7004

# 4
The molecule C18H20N2O4 at a distorted geometry, computed with ωB97M-V/def2-TZVPD.

ORCA input file:
```
! RIJCOSX wB97M-V def2-TZVPD def2/J DEFGRID3
* xyz 0 1
C -6.715 -0.017 -0.670
C -5.450 0.599 -0.153
C -4.280 -0.154 -0.141
C -3.100 0.387 0.346
C -3.087 1.699 0.820
C -4.246 2.444 0.807
C -5.426 1.899 0.324
H -6.329 2.490 0.319
H -4.233 3.458 1.176
H -2.160 2.107 1.192
O -1.900 -0.270 0.395
C -1.839 -1.600 -0.071
C -0.436 -2.158 0.176
O -0.283 -3.180 0.815
N 0.599 -1.495 -0.382
C 0.554 -0.235 -1.089
H -0.465 0.032 -1.354
C 1.165 0.863 -0.211
N 2.511 0.479 0.161
C 3.556 1.243 -0.240
O 3.399 2.314 -0.797
C 4.922 0.712 0.016
C 5.526 -0.477 -0.307
C 6.889 -0.333 0.037
C 7.013 0.928 0.537
O 5.838 1.564 0.517
H 7.855 1.463 0.929
H 7.661 -1.065 -0.075
H 5.069 -1.336 -0.754
C 2.562 -0.782 0.859
H 3.587 -1.027 1.131
C 1.951 -1.878 -0.023
H 1.901 -2.826 0.514
H 2.540 -2.000 -0.937
H 1.962 -0.699 1.774
H 1.221 1.809 -0.751
H 0.552 0.986 0.687
H 1.147 -0.337 -2.006
H -2.534 -2.243 0.482
H -2.075 -1.658 -1.144
H -4.314 -1.166 -0.516
H -7.502 0.728 -0.757
H -6.551 -0.470 -1.646
H -7.056 -0.800 0.007
*
```

The value obtained for the energy relative to the best compared isomer or geometry (same formula, charge and spin) is 43.81 kcal per mole. As for the highest occupied orbital energy: -8.8 eV. The molar mass is 328.368 g/mol. The value obtained for the HOMO-LUMO gap is 9.47 eV.

Atom charges from the Mulliken analysis, given in e for atoms 1 to 8: atom 1 (C): -1.4482, atom 2 (C): 0.5436, atom 3 (C): -0.1628, atom 4 (C): 0.5959, atom 5 (C): -0.7534, atom 6 (C): -0.5987, atom 7 (C): -0.6984, atom 8 (H): 0.3422